Record 1
ORCA calculation (ωB97M-V with the def2-TZVPD basis set) on C41H45O6SiTc as an isolated structure at a distorted geometry.

Output
2S+1: 4
Relative energy (zero: lowest compared OMol25 entry of this formula, charge and spin): 0.0 kcal/mol
Total charge: -1
Kohn-Sham gap (alpha / beta): 2.43 / 5.34 eV
HOMO level (alpha / beta): -0.485 / -3.402 eV
LUMO energy (alpha / beta): 0.0714 / 0.0713 Eh

Last column: Mulliken spin population.
CARTESIAN COORDINATES (ANGSTROEM)
C 4.2093 -5.9462 2.1539  0.001
C 4.0125 -4.4620 1.8161  -0.004
C 2.9226 -6.3972 2.8514  -0.001
C 2.4046 -5.1203 3.5449  0.001
H 3.1644 -7.1995 3.5559  0.000
H 2.2114 -6.7698 2.1031  0.001
C 3.2734 -3.9203 3.0324  -0.002
H 3.3799 -4.4046 0.9148  0.002
H 4.9668 -3.9531 1.6382  -0.002
C 2.3129 -2.7644 2.7524  0.011
H 4.0078 -3.6213 3.7986  0.001
H 2.5480 -5.2163 4.6343  0.000
C 0.9380 -4.6271 3.2682  0.001
C 4.6255 -6.8007 0.9677  0.000
C 5.4452 -6.1533 3.0461  0.000
O 5.5352 -7.0020 3.9125  0.000
O 4.5532 -6.4319 -0.1954  -0.001
O 5.1608 -7.9773 1.3476  0.000
O 6.4267 -5.2865 2.6941  0.000
C 7.7478 -5.7673 2.3880  0.000
H 8.0846 -5.1448 1.5531  0.000
H 7.7364 -6.8255 2.0920  0.000
H 8.3998 -5.6206 3.2590  0.000
C 5.5423 -8.8241 0.2601  0.000
H 4.6974 -9.0312 -0.4146  0.000
H 5.8920 -9.7449 0.7227  0.000
H 6.3467 -8.3561 -0.3263  0.000
O 0.9753 -3.1656 3.0920  -0.001
H 2.3275 -2.4264 1.6916  -0.005
H 2.5751 -1.8961 3.3759  0.005
C 0.0549 -4.9799 4.4593  0.000
C 0.3208 -5.1888 1.9830  -0.002
H 0.1238 -6.2666 2.0544  0.000
H 0.9687 -4.9774 1.1120  0.000
H -0.6372 -4.6657 1.8077  0.001
H -0.9682 -4.6018 4.3263  0.000
H 0.4742 -4.5725 5.3908  0.000
H 0.0086 -6.0715 4.5633  0.000
Tc -0.1711 0.2401 -0.2123  2.365
C -0.1783 2.1121 1.3164  0.111
C 0.3713 1.0935 2.1365  0.051
C 1.4633 0.4844 1.4246  -0.031
H 0.0404 0.8123 3.1293  0.031
C 1.6738 1.2373 0.2149  0.042
C 0.5938 2.1956 0.0957  0.031
H 0.4593 2.9144 -0.6975  0.029
H -0.9790 2.7855 1.5939  0.038
H 2.0828 -0.3420 1.7634  0.052
H 2.5642 1.1762 -0.3996  -0.057
C -1.1122 -0.9722 -1.9274  0.156
C -0.7289 0.3595 -2.3190  0.031
C 0.6845 0.4786 -2.1485  0.048
H -1.3664 1.1063 -2.7773  -0.001
C 1.1686 -0.7582 -1.5838  0.072
C 0.0497 -1.6593 -1.4533  -0.067
H 0.0982 -2.6763 -1.0832  0.017
H -2.1064 -1.3898 -2.0220  0.105
H 1.2851 1.3206 -2.4684  -0.020
H 2.2084 -1.0137 -1.3991  -0.007
O -2.1582 0.4853 0.2253  0.039
Si -3.3508 1.5164 -0.1900  -0.127
C -4.8090 0.6553 -0.9924  0.001
C -4.6417 -0.0273 -2.2064  -0.041
C -5.7465 -0.5758 -2.8684  -0.005
C -7.0182 -0.4818 -2.2926  0.007
C -7.1777 0.1256 -1.0422  -0.002
C -6.0691 0.6728 -0.3819  -0.008
C -3.9966 2.4785 1.2852  0.035
C -4.8511 3.5717 1.0925  0.001
C -5.2732 4.3382 2.1871  0.001
C -4.8365 4.0074 3.4743  0.000
C -3.9938 2.9069 3.6689  0.006
C -3.5799 2.1373 2.5759  0.012
C -2.8665 2.9312 -1.3717  0.035
C -3.3157 2.9880 -2.6968  0.008
C -2.9732 4.0714 -3.5162  -0.001
C -2.1930 5.1138 -3.0128  0.001
C -1.7625 5.0766 -1.6845  -0.002
C -2.1172 4.0004 -0.8657  -0.010
H -3.6448 -0.1299 -2.6420  0.038
H -5.6007 -1.0787 -3.8248  -0.001
H -7.8802 -0.9068 -2.8093  0.001
H -8.1590 0.1695 -0.5701  0.000
H -6.1828 1.1116 0.6118  0.000
H -5.1793 3.8404 0.0845  0.001
H -5.9352 5.1894 2.0227  0.000
H -5.1547 4.6072 4.3295  0.000
H -3.6472 2.6415 4.6671  0.000
H -2.9200 1.2774 2.7174  -0.005
H -3.9498 2.1937 -3.0949  0.001
H -3.3238 4.0877 -4.5470  0.000
H -1.9222 5.9565 -3.6508  0.000
H -1.1539 5.8792 -1.2722  0.001
H -1.8230 4.0122 0.1869  0.007

---

Record 2
ORCA calculation (ωB97M-V with the def2-TZVPD basis set) on a 8-piece molecular cluster, C17H52N11O8 overall at a distorted geometry.

Output
Relative energy (zero: lowest compared OMol25 entry of this formula, charge and spin): 58.5 kcal/mol
Total charge: -1
Kohn-Sham gap: 5.64 eV
HOMO level: -3.319 eV
LUMO energy: 0.0852 Eh

Last column: Mulliken charge in e.
CARTESIAN COORDINATES (ANGSTROEM)
C 6.9628 -16.9686 -16.2821  0.354
O 6.9316 -16.0015 -17.2136  -0.704
H 6.3533 -16.7496 -15.3595  0.209
H 6.5933 -17.9360 -16.7115  -0.576
H 7.9767 -17.1465 -15.8442  -0.098
C 11.0752 -15.6872 -16.7862  0.373
O 10.5119 -15.0896 -17.6661  -0.489
N 10.5714 -16.7720 -16.0591  -0.366
N 12.3579 -15.3195 -16.3853  -0.418
H 9.5729 -16.9076 -16.1896  0.264
H 10.9209 -16.7478 -15.1144  0.276
H 12.8663 -14.7447 -17.0282  0.247
H 12.8160 -15.6960 -15.5786  0.117
C 4.8858 -12.9233 -17.9151  0.484
O 6.0187 -12.8340 -18.3116  -0.528
N 3.9649 -11.8689 -17.9611  -0.436
N 4.3904 -14.0431 -17.2656  -0.387
H 4.2851 -11.0778 -18.4846  0.229
H 3.0435 -11.9722 -17.5862  0.133
H 5.1659 -14.6819 -17.0564  0.316
H 3.4151 -14.1066 -17.0582  0.133
C 8.5473 -12.8718 -15.7854  0.548
O 8.7099 -12.9806 -16.9683  -0.486
N 9.2317 -11.9814 -14.9664  -0.430
N 7.6025 -13.6540 -15.1451  -0.392
H 9.7669 -11.2298 -15.3530  0.226
H 9.0513 -11.9657 -13.9803  0.121
H 7.5483 -13.6431 -14.1437  0.172
H 7.3260 -14.4688 -15.6861  0.120
C 8.2414 -18.2967 -20.1234  0.354
O 8.9256 -17.3244 -19.9358  -0.604
N 8.6445 -19.3543 -20.9392  -0.370
N 7.0379 -18.5596 -19.5230  -0.069
H 9.4777 -19.2586 -21.4824  0.193
H 8.1432 -20.2175 -20.8318  0.165
H 6.4342 -19.3137 -19.8008  0.054
H 6.7479 -17.8909 -18.8137  0.066
C 3.0240 -22.5174 -12.5787  -1.236
C 2.4122 -21.6160 -13.6538  0.288
C 3.4226 -21.0844 -14.6440  -0.231
O 4.4927 -20.4642 -13.9758  -0.420
C 5.2818 -19.6538 -14.8286  -0.513
N 1.3920 -22.3481 -14.4254  -0.727
H 2.3039 -23.1100 -12.0086  0.405
H 3.6820 -21.9952 -11.8845  0.293
H 3.6002 -23.2995 -13.0964  0.211
H 1.9635 -20.7661 -13.1312  0.250
H 2.9004 -20.3331 -15.2463  0.261
H 3.8072 -21.9156 -15.2544  0.145
H 5.9760 -20.2696 -15.4055  0.000
H 5.8575 -18.9868 -14.1883  0.322
H 4.6898 -19.0222 -15.4974  0.369
H 0.7708 -22.8235 -13.7805  0.275
H 1.8782 -23.0971 -14.9131  0.286
C 6.5341 -22.9465 -15.0987  -0.536
C 7.9902 -23.3983 -15.2445  0.381
C 8.9222 -22.1816 -15.3847  -0.946
O 8.3794 -21.2867 -16.3076  -0.047
C 8.9259 -19.9729 -16.3018  -0.606
N 8.4579 -24.1869 -14.1057  -0.766
H 6.2818 -22.3329 -15.9644  -0.381
H 6.3342 -22.3999 -14.1770  0.289
H 5.8843 -23.8248 -15.1796  0.360
H 8.0500 -23.9601 -16.1811  0.356
H 9.8956 -22.5462 -15.7304  0.268
H 8.9720 -21.7588 -14.3690  0.407
H 9.9645 -20.0028 -16.6417  0.413
H 8.8508 -19.5031 -15.3156  0.372
H 8.3140 -19.3937 -16.9892  -0.070
H 7.9209 -25.0429 -14.0421  0.293
H 8.2925 -23.6585 -13.2566  0.280
C 4.1578 -19.9486 -18.5308  -0.914
C 4.3312 -20.7926 -19.7771  0.166
C 4.0986 -20.0202 -21.0590  -0.525
O 3.8622 -20.9200 -22.1146  -0.351
C 4.0877 -20.3686 -23.3958  -0.677
N 5.6898 -21.3493 -19.8000  -0.445
H 4.5545 -20.4836 -17.6646  -0.148
H 3.1126 -19.7749 -18.2469  0.468
H 4.5442 -18.9278 -18.5517  0.431
H 3.5901 -21.6043 -19.7571  0.426
H 5.0198 -19.4488 -21.2632  0.236
H 3.3592 -19.2073 -21.0210  0.400
H 4.1289 -21.1917 -24.1046  0.235
H 5.0327 -19.8166 -23.3597  0.327
H 3.2779 -19.6931 -23.6933  0.259
H 5.7243 -22.0615 -20.5213  0.252
H 6.0268 -21.7696 -18.9444  0.015

---

Record 3
ORCA calculation (ωB97M-V with the def2-TZVPD basis set) on C4H2N2O in the gas phase at a distorted geometry.

Output
Relative energy (zero: lowest compared OMol25 entry of this formula, charge and spin): 48.4 kcal/mol
Kohn-Sham gap: 10.90 eV
HOMO level: -10.346 eV
LUMO energy: 0.0204 Eh
Structure (SMILES): C#Cc1ncon1

Last column: Mulliken charge in e.
CARTESIAN COORDINATES (ANGSTROEM)
C -2.8936 0.0390 0.0408  0.210
C -1.6963 -0.0377 -0.0373  -0.417
C -0.2550 -0.0088 -0.0042  0.155
N 0.4758 1.1664 -0.0110  -0.476
C 1.6926 0.6540 -0.0054  0.106
O 1.7400 -0.6808 0.0285  -0.129
N 0.4201 -1.1259 -0.0244  -0.304
H -3.9287 0.1313 0.0091  0.438
H 2.6507 1.1534 0.0476  0.417

---

Record 4
ORCA calculation (ωB97M-V with the def2-TZVPD basis set) on CH4O2S as an isolated structure at a distorted geometry.

Output
Relative energy (zero: lowest compared OMol25 entry of this formula, charge and spin): 53.6 kcal/mol
Kohn-Sham gap: 9.52 eV
HOMO level: -9.917 eV
LUMO energy: -0.0148 Eh

Last column: Mulliken charge in e.
CARTESIAN COORDINATES (ANGSTROEM)
C -0.2687 0.0508 -0.0852  0.060
O 0.9207 -0.7840 0.0166  -0.439
O -0.5703 0.9059 0.6831  -0.474
S -1.9988 -2.1226 0.1065  -0.299
H -3.4669 -2.7097 -0.7274  0.175
H -0.6126 -0.2976 -1.0640  0.466
H 1.3787 -0.7071 0.9541  0.322
H -2.3840 -2.5807 1.4494  0.190

---

Record 5
ORCA calculation (ωB97M-V with the def2-TZVPD basis set) on a 2-piece molecular cluster, C3H5N3 overall.

Output
Relative energy (zero: lowest compared OMol25 entry of this formula, charge and spin): 123.5 kcal/mol
Kohn-Sham gap: 9.78 eV
HOMO level: -8.689 eV
LUMO energy: 0.0399 Eh

Last column: Mulliken charge in e.
CARTESIAN COORDINATES (ANGSTROEM)
N -1.6810 -0.1437 0.5708  -0.501
C -0.7473 -1.0020 0.1012  0.203
C 0.0405 -1.8470 -0.2481  -0.627
C 2.0964 0.6217 0.4558  -0.152
N 1.1656 1.1825 -0.0044  0.438
N 0.1390 1.8453 -0.2688  -0.811
H -2.5938 -0.5758 0.5476  0.274
H -1.6427 0.7716 0.1314  0.252
H 0.5585 -2.6965 -0.6241  0.423
H 2.4679 -0.3842 0.5494  0.272
H 0.1969 2.2280 -1.2109  0.229

---

Question: Number 2 is which compound?
Answer: C17H52N11O8